*i*
57
Properties=species:S:1:pos:R:3:lowdin_charge:R:1 method="wB97M-V/def2-TZVPD" homo_lumo_gap_ev="8.9 / 8.8" multiplicity=3 e_homo_ev="-15.97 / -15.97" total_charge=+2
N -0.3228 -0.8654 1.8421 -0.10
H 4.4035 0.7318 0.0978 0.15
H 4.1194 -0.5092 1.8927 0.12
H -3.5634 3.6556 0.3905 0.14
N -1.0168 0.8066 -0.0164 0.05
H -1.6087 1.1500 -3.2406 0.14
H -1.3797 -2.9333 -0.4125 0.15
C -1.3910 1.2143 1.2060 -0.24
H 1.0609 3.8761 1.3284 0.11
H 2.6209 0.2404 2.4881 0.09
C 2.8238 2.1583 0.3955 -0.19
F 1.9458 -1.0143 -1.8540 -0.36
C -2.3853 -1.9323 1.0721 -0.13
H 1.4685 4.2728 -0.3561 0.11
H -2.5906 2.5308 2.3913 0.14
C -2.3008 2.2366 1.3918 0.03
H -0.1117 3.5595 0.0273 0.07
H -3.0817 -2.7614 1.2033 0.15
O 1.4414 2.2416 0.0917 -0.21
F 2.3881 -4.4946 -0.5348 -0.30
C 3.0321 -0.5195 1.8199 -0.06
H -1.3128 0.4384 3.2228 0.15
O 2.6273 -0.2806 0.4631 -0.33
N -1.7274 -1.9836 -0.2560 -0.11
H 3.3852 2.9560 -0.1032 0.15
H -2.9607 -1.0061 1.1176 0.13
Te 2.2622 -2.7296 -1.0145 1.91
H 2.6779 -1.5075 2.1066 0.09
H -0.0015 1.4488 -2.5705 0.15
F 0.6178 -3.0769 -1.9542 -0.36
C -2.6477 -1.6344 -1.3650 -0.13
H 3.1831 0.7726 -1.1858 0.12
C -1.8141 -1.4055 -2.6077 -0.13
C -1.5125 1.4369 -1.0992 -0.24
C -2.4279 2.4633 -0.9901 0.02
O 1.0916 -2.3883 0.3564 -0.58
C -0.9515 0.9357 -2.3972 -0.07
H 0.2124 1.0264 2.5540 0.14
H -2.4156 -0.9802 -3.4121 0.14
H -1.3970 -2.3471 -2.9603 0.13
H 0.0841 -0.7436 -2.9185 0.13
H -1.7337 -1.8240 3.1309 0.14
C -0.7047 0.4807 2.3181 -0.07
C -2.8349 2.8640 0.2757 0.01
V 0.0663 -0.9121 -0.2839 1.02
C 3.3376 0.8381 -0.1127 -0.15
H -2.8186 2.9384 -1.8797 0.14
C -1.3070 -1.9443 2.1341 -0.13
F 3.9883 -2.4929 -0.4325 -0.28
C 0.9452 3.5612 0.2869 -0.06
H -3.3870 -2.4203 -1.5244 0.15
F 3.0059 -3.1442 -2.6424 -0.30
H -0.7640 -2.8892 2.1091 0.14
H -3.1816 -0.7280 -1.0760 0.13
N -0.6675 -0.5129 -2.2737 -0.12
H 2.9793 2.2751 1.4745 0.13
H 0.5517 -1.1284 2.2855 0.11

*ii*
57
Properties=species:S:1:pos:R:3:lowdin_charge:R:1 method="wB97M-V/def2-TZVPD" homo_lumo_gap_ev="8.8 / 9.2" multiplicity=3 e_homo_ev="-15.83 / -15.83" total_charge=+2
C -1.7426 -3.4400 1.6114 -0.06
C 1.0335 0.2593 3.0832 -0.05
F 0.2536 3.3756 3.1771 -0.30
O -0.0502 0.4992 2.1748 -0.31
H -1.9256 1.7397 -3.3252 0.14
C 2.3627 0.6913 -2.1313 -0.14
C -0.5835 -3.3258 -2.0676 0.00
H 2.0444 -0.2650 -2.5498 0.13
C -1.3147 -1.1470 -1.4527 -0.24
O -1.3949 -2.0588 1.5498 -0.21
Te 0.1831 3.8016 1.3911 1.87
H 1.3759 -0.7764 3.0455 0.10
H -2.8838 -0.1054 -0.4967 0.15
O 1.2659 2.4269 0.8705 -0.59
C 0.7426 -1.9065 -0.6940 -0.24
V 0.2443 1.0010 -0.0466 1.03
C -2.2724 0.0072 -1.3956 -0.07
H 1.3498 -3.8745 -1.2873 0.14
C -1.5503 -2.3297 -2.1242 0.03
H -1.7032 -3.8348 0.5997 0.08
N 1.1418 1.5101 -1.9083 -0.11
H 2.8407 -2.0337 -0.2056 0.15
C 1.9302 -1.5455 0.1447 -0.07
C 0.1856 1.4056 -3.0372 -0.14
F -1.2153 2.4692 1.1274 -0.38
H -2.9433 0.0242 -2.2554 0.14
C 0.5795 -3.1172 -1.3405 0.03
H 2.4277 0.1886 1.1007 0.10
H -2.7530 -3.5692 2.0069 0.10
H -2.4306 -1.6517 3.2942 0.15
C -1.4556 -1.4650 2.8267 -0.20
H -2.4624 -2.4679 -2.6884 0.14
F -0.1308 4.2162 -0.4072 -0.34
H 0.7125 0.4827 4.1005 0.12
C -1.1547 1.9235 -2.5754 -0.13
N 2.0890 -0.0725 0.1801 -0.10
H 1.7382 -1.8918 1.1620 0.14
H 0.5401 1.9554 -3.9104 0.15
H -2.0862 0.4561 2.0941 0.13
C 3.0568 0.4895 -0.8053 -0.13
H -1.0422 -3.9927 2.2441 0.10
N -0.1867 -0.9501 -0.7565 0.06
H -0.7332 -4.2580 -2.5962 0.13
N -1.5189 1.2837 -1.2776 -0.11
C -1.3062 0.0290 2.7221 -0.14
H -2.1096 1.9451 -0.7800 0.13
F -1.1301 5.0125 1.7465 -0.28
H 0.1197 0.3525 -3.3150 0.13
F 1.4672 5.0894 1.4979 -0.29
H -1.1061 2.9985 -2.4010 0.13
H -1.4081 0.4551 3.7229 0.15
H 3.0280 1.1630 -2.8557 0.15
H 3.3942 1.4470 -0.4077 0.14
H 3.9269 -0.1603 -0.9105 0.14
H -0.6953 -1.8993 3.4890 0.14
H 1.8350 0.9538 2.8395 0.09
H 1.4203 2.4862 -1.7981 0.14

Among the structures above, stability is smallest for *i*.